[1]
Density functional theory data (wB97M-V/def2-TZVPD) for a molecular structure, C6H5NO11S2V at a distorted geometry.

Geometry as ORCA input:
```
! RIJCOSX wB97M-V def2-TZVPD def2/J DEFGRID3
* xyz -2 2
O -1.84 1.55 1.59
V -1.54 2.02 0.09
S 1.13 2.65 0.25
O -0.05 3.51 0.57
O 0.40 1.45 -0.26
O 2.00 3.01 -0.83
O 1.78 2.29 1.50
S -3.80 2.77 -1.32
O -3.88 3.46 -2.60
O -3.08 3.57 -0.29
O -5.18 2.39 -1.03
O -2.91 1.55 -1.33
C 2.88 -2.74 0.93
C 2.28 -3.41 -0.11
C 1.08 -2.96 -0.69
C 0.45 -1.92 -0.04
C 1.07 -1.21 0.97
C 2.31 -1.58 1.49
N -0.91 -1.53 -0.46
O -1.46 -2.19 -1.32
O -1.35 -0.58 0.12
H 3.81 -3.14 1.31
H 2.75 -4.24 -0.62
H 0.70 -3.36 -1.61
H 0.55 -0.42 1.48
H 2.79 -0.94 2.20
*
```

Values from the calculation:
Gap between HOMO and LUMO (alpha / beta) = 6.8 / 6.8 eV
Energy above the lowest of the compared OMol25 structures with the same formula, charge and spin = 0.2742 eV
Expectation value of S² = 0.769

[2]
Density functional theory data (wB97M-V/def2-TZVPD) for 2 unconnected molecules or ions with the total composition C2H8NO2 at a distorted geometry.

Geometry as ORCA input:
```
! RIJCOSX wB97M-V def2-TZVPD def2/J DEFGRID3
* xyz -1 1
C -0.28 -1.45 1.87
O -1.06 -0.48 1.25
H 0.75 -1.18 2.10
H -0.07 -2.33 1.22
H -0.75 -1.81 2.79
N -0.55 1.54 -1.69
C 0.61 0.52 -1.36
O 0.98 0.52 -0.07
H -0.13 2.26 -2.26
H -0.68 1.99 -0.78
H 1.43 0.87 -2.03
H 0.15 -0.43 -1.65
H -0.40 -0.02 0.62
*
```

Values from the calculation:
Gap between HOMO and LUMO = 7.7 eV
Energy above the lowest of the compared OMol25 structures with the same formula, charge and spin = 0.7109 eV

no.,energy (Ha)
1,-2854.5281
2,-286.2211